Entry 1:
Entry from OMol25: 3 unconnected molecules or ions with the total composition C3H12NO2S (ωB97M-V/def2-TZVPD).

Properties
HOMO level in eV: -2.94
Frontier orbital gap in eV: 6.78
E_tot in hartree: -724.87908
Largest force on an atom in eV/Å: 6.88

The geometry in ORCA input format:
```
! wB97M-V def2-TZVPD RIJCOSX def2/J DEFGRID3
* xyz -1 1
C -0.731 -1.687 -0.026
N -1.605 -1.049 1.020
C -0.810 -0.456 2.143
C 0.142 0.697 2.003
S -0.370 1.872 0.461
H -1.343 -1.706 -1.059
H -0.208 -2.563 0.300
H 0.028 -0.962 -0.244
H -2.264 -0.580 0.492
H -1.338 -0.167 3.068
H -0.184 -1.293 2.460
H 1.175 0.197 1.846
H 0.277 1.235 2.868
H 0.819 -0.970 -2.804
H 1.735 0.183 -3.276
O 1.214 -0.506 -3.507
H 1.415 3.206 -1.588
H 0.643 2.098 -1.966
O 1.408 2.449 -2.191
*
```

Atomic partial charges in e from the natural (NBO) method, atoms 1 to 2: -0.4301 -0.6483

Entry 2:
Entry from OMol25: 3 unconnected molecules or ions with the total composition C3H12NO2S (ωB97M-V/def2-TZVPD).

Properties
HOMO level in eV: -3.34
Frontier orbital gap in eV: 7.16
E_tot in hartree: -724.96767
Largest force on an atom in eV/Å: 2.13

The geometry in ORCA input format:
```
! wB97M-V def2-TZVPD RIJCOSX def2/J DEFGRID3
* xyz -1 1
C -0.474 2.062 -0.443
C 0.014 0.789 -1.151
C 1.424 0.484 -0.628
S 1.464 -0.608 0.919
N -0.975 -0.289 -1.030
H -1.556 2.210 -0.508
H 0.001 2.936 -0.915
H -0.144 2.005 0.607
H 0.122 0.986 -2.210
H 2.079 -0.121 -1.246
H 1.897 1.420 -0.334
H -0.519 -1.052 -0.520
H -1.682 0.034 -0.385
H -0.811 0.287 2.502
H -0.828 -1.205 2.495
O -1.440 -0.452 2.507
H 0.897 -2.477 0.242
H -0.187 -3.600 0.181
O 0.717 -3.409 -0.084
*
```

Atomic partial charges in e from the natural (NBO) method, atoms 1 to 2: -0.6210 -0.0717

Entry 3:
Entry from OMol25: 3 unconnected molecules or ions with the total composition C3H12NO2S (ωB97M-V/def2-TZVPD).

Properties
HOMO level in eV: -2.73
Frontier orbital gap in eV: 6.22
E_tot in hartree: -724.93286
Largest force on an atom in eV/Å: 2.16

The geometry in ORCA input format:
```
! wB97M-V def2-TZVPD RIJCOSX def2/J DEFGRID3
* xyz -1 1
C 0.743 -0.055 -0.147
C -0.449 -0.576 -1.014
S 0.164 -1.508 -2.519
C 1.368 1.258 -0.677
N 1.545 2.282 0.374
H 1.480 -0.848 -0.132
H 0.346 0.028 0.863
H -1.064 0.162 -1.551
H -1.030 -1.261 -0.422
H 0.830 1.722 -1.497
H 2.354 1.040 -1.107
H 0.745 2.898 0.419
H 1.748 1.971 1.311
H -0.559 -2.584 -0.036
H 0.259 -3.667 0.507
O -0.586 -3.239 0.693
H -2.966 0.206 2.067
H -2.327 1.104 0.974
O -2.601 1.068 1.895
*
```

Atomic partial charges in e from the natural (NBO) method, atoms 1 to 2: -0.4482 -0.5188

Entry 4:
Entry from OMol25: 3 unconnected molecules or ions with the total composition C3H12NO3 (ωB97M-V/def2-TZVPD).

Properties
HOMO level in eV: -3.81
Frontier orbital gap in eV: 7.71
E_tot in hartree: -401.95998
Largest force on an atom in eV/Å: 3.02

The geometry in ORCA input format:
```
! wB97M-V def2-TZVPD RIJCOSX def2/J DEFGRID3
* xyz -1 1
C 0.449 1.597 -0.111
N -0.653 0.830 0.564
C -1.759 0.518 -0.341
C -1.820 -0.976 -0.620
O -1.873 -1.872 0.484
H 0.160 2.505 -0.620
H 1.086 1.723 0.759
H 1.036 0.898 -0.728
H -0.246 -0.078 0.834
H -2.674 0.722 0.242
H -1.921 1.069 -1.276
H -2.664 -1.183 -1.297
H -0.980 -1.318 -1.244
H 1.623 -1.480 1.435
H -0.910 -1.925 0.706
O 0.949 -1.593 0.743
H 2.986 -0.425 -0.009
H 3.466 0.938 0.097
O 3.745 0.050 0.380
*
```

Atomic partial charges in e from the natural (NBO) method, atoms 1 to 2: -0.4400 -0.6768

Relative energy (zero: lowest compared OMol25 entry of this formula, charge and spin) / eV: 2.842, 0.432, 1.379, 1.515
LUMO energy / eV: 3.8, 3.8, 3.5, 3.9